(1)
Here is a cluster of 2 separate species, C14H16O in total from the Open Molecules 2025 dataset. Energies are from ωB97M-V/def2-TZVPD.

The geometry in XYZ format:
```
31
Properties=species:S:1:pos:R:3:mulliken_charge:R:1
C 0.404 3.017 1.352 -1.374
C 0.130 2.498 -0.049 0.742
C -1.133 2.519 -0.625 -0.814
C -1.376 2.002 -1.878 -0.421
C -0.310 1.370 -2.528 0.316
O -0.550 0.670 -3.689 -0.540
C 0.893 1.206 -1.888 -0.506
C 1.174 1.805 -0.662 -0.449
H 1.380 3.503 1.418 0.367
H 0.306 2.143 1.985 0.196
H -0.225 3.869 1.616 0.436
H -1.920 3.017 -0.067 0.365
H -2.326 1.963 -2.351 0.359
H -1.271 1.096 -4.177 0.313
H 1.697 0.718 -2.429 0.529
H 2.134 1.749 -0.203 0.473
C -1.571 -3.693 1.042 -1.403
C -0.485 -2.644 1.014 1.002
C 0.177 -2.435 -0.194 -0.595
C 1.293 -1.623 -0.250 -0.504
C 1.625 -0.822 0.852 -0.402
C 0.928 -1.024 2.022 -0.553
C -0.151 -1.883 2.129 -0.513
H -2.216 -3.668 0.163 0.348
H -2.162 -3.505 1.940 0.359
H -1.209 -4.722 1.001 0.289
H -0.089 -3.075 -1.027 0.362
H 1.774 -1.355 -1.183 0.359
H 2.570 -0.301 0.803 0.552
H 1.270 -0.404 2.847 0.373
H -0.763 -1.990 3.015 0.335
```

Results
Energy above the lowest of the compared OMol25 structures with the same formula, charge and spin in kJ/mol: 76.1
HOMO in eV: -8.32
DFT total energy in eV: -16824.44617
Charge: 0

=====

(2)
Here is a cluster of 2 separate species, C14H16O in total from the Open Molecules 2025 dataset. Energies are from ωB97M-V/def2-TZVPD.

The geometry in XYZ format:
```
31
Properties=species:S:1:pos:R:3:mulliken_charge:R:1
C -0.068 0.306 -3.032 -1.542
C -2.392 2.397 -0.897 -0.422
C -3.035 1.396 -0.172 -0.490
C -1.377 2.052 -1.768 -0.505
C -1.015 0.719 -1.916 1.102
C -2.645 0.072 -0.275 -0.571
C -1.689 -0.271 -1.237 -0.575
H -2.670 3.410 -0.653 0.390
H -3.803 1.692 0.529 0.367
H -0.827 2.832 -2.286 0.407
H -3.163 -0.618 0.375 0.445
H -0.023 -0.775 -3.031 0.364
H 0.899 0.800 -2.929 0.325
H -1.547 -1.342 -1.342 0.345
H -0.512 0.665 -3.956 0.383
C 0.992 -3.511 1.846 -1.536
C 0.504 0.186 1.653 -0.188
C 0.312 -1.116 1.981 -0.559
C 1.661 0.542 0.910 0.333
C 1.191 -2.108 1.451 0.947
C 2.574 -0.434 0.410 -0.405
C 2.338 -1.750 0.678 -0.684
O 1.852 1.829 0.652 -0.428
H -0.094 0.966 2.100 0.485
H -0.382 -1.441 2.743 0.498
H 2.687 2.171 1.006 0.372
H 3.521 -0.126 -0.007 0.489
H 1.617 -3.729 2.706 0.373
H 1.434 -4.220 1.132 0.415
H 2.978 -2.528 0.282 0.449
H -0.027 -3.856 1.997 0.416
```

Results
Energy above the lowest of the compared OMol25 structures with the same formula, charge and spin in kJ/mol: 100.7
HOMO (alpha / beta) in eV: -11.67 / -11.66
Spin multiplicity: 2
DFT total energy in eV: -16816.56833
Charge: +1